[1]
{
  "formula": "C2H2FNS",
  "method": "ωB97M-V/def2-TZVPD",
  "de_lowest_ev": 1.837,
  "gap_ev": [8.6, 8.6],
  "total_charge": 0,
  "e_tot_ha": -630.0889,
  "largest_force_ha_per_bohr": 0.1804,
  "multiplicity": 1,
  "species": ["C", "C", "N", "F", "S", "H", "H"],
  "coordinates": [[-0.1734, -0.4592, -0.1995], [-0.3157, -1.4309, 0.5811], [-0.0155, 0.8370, -0.4093], [0.5066, 2.9354, -1.1635], [1.2314, 1.6332, -0.5629], [-0.4686, -1.2497, 1.6498], [-0.7647, -2.2659, 0.1043]],
  "nbo_charge": [0.3252, -0.5830, -0.6773, -0.4846, 0.9459, 0.2377, 0.2361]
}

---

[2]
{
  "formula": "C2H2FNdO",
  "method": "ωB97M-V/def2-TZVPD",
  "s2": 4.03,
  "de_lowest_ev": 4.685,
  "gap_ev": [4.6, 6.6],
  "total_charge": 2,
  "e_tot_ha": -813.0511,
  "largest_force_ha_per_bohr": 0.0454,
  "multiplicity": 4,
  "species": ["O", "C", "C", "H", "F", "Nd", "H"],
  "coordinates": [[0.3264, -0.7221, -0.4271], [0.2531, 0.4245, -0.6927], [0.1100, 1.6905, -1.0097], [-0.7710, 2.0186, -1.5621], [1.0478, 2.5883, -0.7091], [-0.1039, -2.7541, 1.3173], [-0.8624, -3.2456, 3.0833]],
  "lowdin_spin": [-0.0078, 0.0005, -0.0037, -0.0001, -0.0012, 3.2632, -0.2510]
}

---

[3]
{
  "formula": "C2H2FNi",
  "method": "ωB97M-V/def2-TZVPD",
  "s2": 2.02,
  "de_lowest_ev": 0.375,
  "gap_ev": [9.5, 6.9],
  "total_charge": 1,
  "e_tot_ha": -1685.0035,
  "largest_force_ha_per_bohr": 0.0572,
  "multiplicity": 3,
  "species": ["F", "H", "C", "C", "H", "Ni"],
  "coordinates": [[-2.5428, 1.2217, -0.1116], [-1.4603, 0.4283, -0.2775], [-0.2216, 1.2975, 0.1765], [-1.0486, 2.2627, 0.3925], [-1.3015, 3.2110, -0.0728], [1.6558, 1.2009, -0.2179]],
  "lowdin_spin": [0.2784, 0.0337, 0.3058, 0.0974, 0.0062, 1.2784]
}

---

[4]
{
  "formula": "C2H2FNiO2",
  "method": "ωB97M-V/def2-TZVPD",
  "s2": 3.76,
  "de_lowest_ev": 0.000,
  "gap_ev": [6.1, 8.2],
  "total_charge": 0,
  "e_tot_ha": -1835.9257,
  "largest_force_ha_per_bohr": 0.0671,
  "multiplicity": 4,
  "species": ["Ni", "F", "O", "C", "C", "O", "H", "H"],
  "coordinates": [[-1.1410, -0.5032, -0.4138], [0.4067, -1.5185, 0.9670], [-0.5926, 0.7165, 0.9330], [0.7111, 0.6133, 0.8260], [1.1193, 0.6870, -0.5747], [0.2656, 0.2361, -1.4553], [1.3693, 1.0222, 1.6046], [2.1591, 0.8947, -0.8531]],
  "lowdin_spin": [1.6774, 0.1666, 0.2574, 0.2193, 0.3481, 0.3006, 0.0100, 0.0205]
}

---

[5]
{
  "formula": "C2H2FO3P",
  "method": "ωB97M-V/def2-TZVPD",
  "de_lowest_ev": 0.373,
  "gap_ev": 6.2,
  "total_charge": -2,
  "e_tot_ha": -744.3622,
  "largest_force_ha_per_bohr": 0.0727,
  "multiplicity": 1,
  "species": ["C", "C", "O", "O", "O", "F", "P", "H", "H"],
  "coordinates": [[1.5248, 0.1267, 0.4063], [0.3426, 0.5873, -0.1121], [-2.3416, 0.6460, -0.0851], [-1.0398, -1.4194, 0.8917], [-1.3663, -1.1274, -1.5800], [0.3590, 1.9019, -0.6591], [-1.3188, -0.4272, -0.2055], [1.2977, -0.7800, 0.7730], [2.5423, 0.4922, 0.5707]],
  "nbo_charge": [-0.6519, 0.1096, -1.2385, -1.2523, -1.2612, -0.4313, 2.3480, 0.2254, 0.1522]
}

---

[6]
{
  "formula": "C2H2FO4",
  "method": "ωB97M-V/def2-TZVPD",
  "de_lowest_ev": 1.116,
  "gap_ev": 8.7,
  "total_charge": -1,
  "e_tot_ha": -478.3200,
  "largest_force_ha_per_bohr": 0.1083,
  "multiplicity": 1,
  "species": ["C", "C", "O", "O", "O", "O", "F", "H", "H"],
  "coordinates": [[-1.8520, 0.1484, 0.9840], [-0.1088, 0.7369, -0.7765], [-2.1596, -0.7701, 1.7849], [-2.2517, 1.3175, 1.0284], [0.5170, 0.4951, -1.7605], [-1.0583, -0.3022, -0.0320], [0.1254, -1.5122, 2.1636], [-0.1920, 1.6519, -0.1420], [-0.7623, -1.7403, 2.1469]],
  "nbo_charge": [0.9510, 0.6763, -0.8116, -0.7789, -0.5505, -0.6013, -0.6136, 0.1525, 0.5760]
}

---

[7]
{
  "formula": "C2H2FOS",
  "method": "ωB97M-V/def2-TZVPD",
  "de_lowest_ev": 2.650,
  "gap_ev": [5.6, 5.7],
  "total_charge": -1,
  "e_tot_ha": -650.6472,
  "largest_force_ha_per_bohr": 0.0794,
  "multiplicity": 1,
  "species": ["C", "C", "O", "F", "S", "H", "H"],
  "coordinates": [[0.0924, 0.5239, -1.6188], [-0.0918, -0.2644, 1.0852], [0.1841, 1.6600, -1.8562], [-0.6712, 0.5289, 2.1914], [0.1937, -0.9730, -2.2292], [0.9026, -0.1815, 1.2875], [-0.6097, -1.2940, 1.1402]],
  "nbo_charge": [0.4297, -0.3402, -0.5528, -0.4829, -0.2688, 0.1036, 0.1115]
}

---

[8]
{
  "formula": "C2H2FOTm",
  "method": "ωB97M-V/def2-TZVPD",
  "s2": 3.76,
  "de_lowest_ev": 1.466,
  "gap_ev": [4.6, 7.3],
  "total_charge": 1,
  "e_tot_ha": -1337.2798,
  "largest_force_ha_per_bohr": 0.0788,
  "multiplicity": 4,
  "species": ["C", "C", "O", "H", "F", "H", "Tm"],
  "coordinates": [[-0.8197, 0.1975, -0.2160], [0.2167, -0.6476, -0.4334], [0.8425, -0.7454, 0.7412], [-1.8777, 0.1152, -0.4438], [-0.4349, 1.4509, 0.2819], [0.0308, -1.5723, -0.9962], [2.0423, 1.2017, 1.0663]],
  "lowdin_spin": [0.6344, 0.3946, 0.4585, 0.0332, 0.1370, 0.0215, 1.3208]
}

---

[9]
{
  "formula": "C2H2FP",
  "method": "ωB97M-V/def2-TZVPD",
  "de_lowest_ev": 6.459,
  "gap_ev": [7.2, 7.2],
  "total_charge": 0,
  "e_tot_ha": -518.3511,
  "largest_force_ha_per_bohr": 0.0634,
  "multiplicity": 1,
  "species": ["C", "C", "F", "P", "H", "H"],
  "coordinates": [[1.2004, -0.4499, -0.7370], [-1.4214, 0.8638, 0.6142], [2.4086, -0.6163, -0.2059], [-0.0642, 0.7846, -0.0813], [0.3187, -0.9413, -0.3497], [-2.4421, 0.3591, 0.7598]],
  "nbo_charge": [-0.1402, -0.7787, -0.3061, 0.8266, 0.1356, 0.2628]
}

---

[10]
{
  "formula": "C2H2GaLiO2",
  "method": "ωB97M-V/def2-TZVPD",
  "de_lowest_ev": 1.750,
  "gap_ev": [7.6, 7.7],
  "total_charge": 2,
  "e_tot_ha": -2159.3539,
  "largest_force_ha_per_bohr": 0.1255,
  "multiplicity": 1,
  "species": ["H", "O", "C", "C", "O", "Ga", "Li", "H"],
  "coordinates": [[-3.1089, -1.5351, -0.6994], [0.5477, -1.1180, -0.4375], [1.1537, -0.1526, 0.0092], [0.2045, 1.0335, 0.3950], [-0.9856, 0.9307, 0.2046], [3.0088, -0.2112, 0.3131], [-1.4673, -0.8889, -0.6336], [0.6471, 1.9415, 0.8486]],
  "mulliken_charge": [0.0015, -0.4514, 0.8386, 0.0282, -0.4240, 0.7331, 0.8981, 0.3759]
}

---

[11]
{
  "formula": "C2H2HgMgO2",
  "method": "ωB97M-V/def2-TZVPD",
  "s2": 0.77,
  "de_lowest_ev": 0.000,
  "gap_ev": [7.2, 6.4],
  "total_charge": 1,
  "e_tot_ha": -581.0477,
  "largest_force_ha_per_bohr": 0.0487,
  "multiplicity": 2,
  "species": ["O", "C", "C", "O", "Hg", "Mg", "H", "H"],
  "coordinates": [[-0.8002, 0.5545, 1.1876], [0.1256, -0.0913, 1.5594], [1.2000, -0.8290, 1.4108], [-1.2576, 0.6985, -2.1272], [-0.7775, 0.7147, -4.6374], [-1.7696, 1.2169, -0.4727], [1.1052, -1.9103, 1.5320], [2.1741, -0.3541, 1.5475]],
  "lowdin_spin": [0.0078, 0.0019, 0.0014, 0.4626, 0.5094, 0.0167, 0.0001, 0.0001]
}

---

[12]
{
  "formula": "C2H2I2P",
  "method": "ωB97M-V/def2-TZVPD",
  "de_lowest_ev": 0.000,
  "gap_ev": 6.6,
  "total_charge": 1,
  "e_tot_ha": -1013.8230,
  "largest_force_ha_per_bohr": 0.0243,
  "multiplicity": 1,
  "species": ["C", "C", "P", "I", "I", "H", "H"],
  "coordinates": [[-1.2259, 0.0643, -0.0203], [0.1112, 0.3287, 0.0139], [1.3204, -0.9332, 0.1764], [-2.1810, -1.8068, -0.0424], [3.4569, 0.0716, -0.0567], [-1.9089, 0.9078, -0.0439], [0.4273, 1.3675, -0.0271]],
  "nbo_charge": [-0.1463, -0.7707, 0.8419, 0.3713, 0.1809, 0.2460, 0.2768]
}

---

Repeat the first record exactly.
{
  "formula": "C2H2FNS",
  "method": "ωB97M-V/def2-TZVPD",
  "de_lowest_ev": 1.837,
  "gap_ev": [8.6, 8.6],
  "total_charge": 0,
  "e_tot_ha": -630.0889,
  "largest_force_ha_per_bohr": 0.1804,
  "multiplicity": 1,
  "species": ["C", "C", "N", "F", "S", "H", "H"],
  "coordinates": [[-0.1734, -0.4592, -0.1995], [-0.3157, -1.4309, 0.5811], [-0.0155, 0.8370, -0.4093], [0.5066, 2.9354, -1.1635], [1.2314, 1.6332, -0.5629], [-0.4686, -1.2497, 1.6498], [-0.7647, -2.2659, 0.1043]],
  "nbo_charge": [0.3252, -0.5830, -0.6773, -0.4846, 0.9459, 0.2377, 0.2361]
}